DFT (wB97M-V/def2-TZVPD) results for 8 unconnected molecules or ions with the total composition C42H60O6S2 in a non-equilibrium geometry.

Geometry as ORCA input:
```
! wB97M-V def2-TZVPD RIJCOSX def2/J DEFGRID3
* xyz 0 1
C -1.21196 1.87700 -3.13615
C -1.20180 3.36136 -3.41955
O -1.12772 4.11492 -2.21284
S -1.56959 5.64383 -2.35581
C -1.49939 5.99907 -0.64671
O -0.56221 6.34176 -3.07374
O -2.91159 5.67105 -2.82833
H -0.25392 1.48453 -2.79315
H -1.56898 1.32310 -4.00194
H -1.90846 1.66645 -2.31591
H -0.38957 3.59814 -4.12269
H -2.06428 3.64540 -4.03351
H -2.13465 5.27462 -0.14828
H -1.65945 7.05047 -0.43773
H -0.46516 5.77523 -0.37342
C 0.86395 -5.22958 1.19509
C 0.28010 -6.45161 0.52963
O 0.20524 -7.48538 1.54370
S -0.63707 -8.78080 1.18707
C -2.27698 -8.26120 1.59318
O -0.54568 -8.99540 -0.21973
O -0.24089 -9.79101 2.09694
H 0.70539 -4.31143 0.63704
H 1.91323 -5.36511 1.45732
H 0.35982 -5.10544 2.15993
H -0.68205 -6.23723 0.06130
H 0.92022 -6.85239 -0.25523
H -2.46717 -7.35812 1.01039
H -2.25743 -7.89977 2.61945
H -2.95441 -9.07761 1.37901
C 0.98503 4.94674 2.81724
C 1.45594 6.21149 2.49144
C 1.95670 6.42471 1.21215
C 1.98869 5.38785 0.28522
C 1.29252 4.21750 0.56415
C 0.90405 3.93123 1.86578
H 0.68885 4.70467 3.83155
H 1.57054 6.95671 3.26715
H 2.37596 7.38255 0.92632
H 2.44556 5.58523 -0.67526
H 1.22099 3.49239 -0.24064
H 0.47532 2.99460 2.19403
C -0.91975 -0.69054 2.05085
C 0.19607 -1.47315 1.78478
C 1.07762 -1.08483 0.78298
C 0.93895 0.14917 0.15855
C -0.22619 0.87113 0.35165
C -1.15534 0.45394 1.29600
H -1.62629 -1.05775 2.78611
H 0.36444 -2.38434 2.34330
H 1.95631 -1.69843 0.60943
H 1.73649 0.51415 -0.47813
H -0.39339 1.80237 -0.17683
H -2.04768 1.03313 1.48129
C -0.33935 -4.27794 -4.42746
C 0.43696 -4.96073 -3.50545
C 0.72525 -4.38322 -2.27995
C 0.26716 -3.11441 -1.97422
C -0.49433 -2.42587 -2.90825
C -0.75944 -2.99037 -4.14399
H -0.53187 -4.74745 -5.38362
H 0.80553 -5.95284 -3.73435
H 1.34409 -4.93717 -1.58403
H 0.46838 -2.67360 -1.00759
H -0.78728 -1.40008 -2.71417
H -1.33855 -2.43859 -4.87498
C 5.75266 -0.09385 -0.99058
C 5.99469 -1.34829 -0.44199
C 5.11756 -2.38776 -0.67825
C 4.03397 -2.20434 -1.53636
C 3.82458 -0.96359 -2.12187
C 4.68324 0.09607 -1.86255
H 6.35406 0.77974 -0.76899
H 6.85575 -1.49041 0.19962
H 5.16727 -3.35354 -0.19101
H 3.35286 -3.01196 -1.77299
H 3.00312 -0.78493 -2.80780
H 4.55911 1.02808 -2.39791
C 4.71040 2.41121 4.63803
C 5.52941 1.96792 3.60684
C 4.99899 1.26729 2.52849
C 3.63800 1.00392 2.51406
C 2.81579 1.40384 3.55227
C 3.35938 2.14045 4.60092
H 5.11780 2.89888 5.51458
H 6.58764 2.20186 3.63870
H 5.66032 0.87442 1.76950
H 3.23433 0.49436 1.64667
H 1.75361 1.19470 3.52925
H 2.68843 2.41153 5.40772
C -4.51948 1.28603 3.08957
C -4.93832 0.64260 1.78248
C -4.70575 1.51838 0.56392
C -5.06159 0.79386 -0.73788
C -5.05366 1.74343 -1.92847
C -5.27060 1.05538 -3.26941
H -3.44412 1.44140 3.15141
H -4.86475 0.75513 3.97971
H -5.02796 2.25325 3.19529
H -4.36498 -0.28695 1.64423
H -5.96797 0.27539 1.80761
H -3.65898 1.82687 0.48708
H -5.28535 2.44613 0.62951
H -4.29490 0.03298 -0.93757
H -6.01205 0.27149 -0.60542
H -5.89488 2.43459 -1.79563
H -4.13273 2.32935 -1.91476
H -4.56093 0.23769 -3.41727
H -6.27184 0.62466 -3.31748
H -5.17761 1.78965 -4.06967
*
```

F_max, hartree/bohr: 0.037
Structure (SMILES): CCOS(C)(=O)=O.CCOS(C)(=O)=O.c1ccccc1.c1ccccc1.c1ccccc1.c1ccccc1.c1ccccc1.CCCCCC
DFT total energy, eV: -78481.5845